1.
Here is a molecular structure, C34H46ClN4PY from OMol25. Energies are from the ωB97M-V functional and the def2-TZVPD basis.

Charge: +3
M in u: 666.10
E_HOMO in eV: -13.65
HOMO-LUMO gap in eV: 4.5861
Lowest unoccupied orbital energy in eV: -9.07
Energy above the lowest of the compared OMol25 structures with the same formula, charge and spin in kcal/mol: 54.31

Last column: Löwdin charge in e.
Positions of all 87 atoms, in Å:
Y 9.617 7.549 11.473  1.318
N 8.688 5.207 11.681  -0.039
C 7.414 5.141 10.825  -0.204
C 7.393 6.174 9.752  -0.172
N 7.581 7.585 10.276  -0.279
C 7.610 8.548 9.101  -0.122
C 8.570 9.713 9.372  -0.200
N 9.936 9.211 9.753  -0.059
C 6.482 7.807 11.286  -0.158
C 6.744 9.050 12.100  -0.190
N 8.156 9.106 12.566  -0.068
H 9.305 4.423 11.458  0.103
H 8.461 4.885 12.623  0.107
H 6.540 5.093 11.501  0.128
H 7.365 4.144 10.361  0.147
H 6.483 6.144 9.194  0.141
H 8.229 5.916 9.067  0.146
H 6.568 8.940 8.937  0.162
H 7.824 7.998 8.200  0.125
H 8.144 10.322 10.161  0.098
H 8.605 10.349 8.494  0.139
H 10.600 10.002 9.718  0.123
H 10.220 8.656 8.862  0.151
H 6.398 6.904 11.956  0.125
H 5.471 7.929 10.769  0.174
H 6.129 9.131 13.004  0.146
H 6.523 9.908 11.463  0.124
H 8.218 9.033 13.580  0.089
H 8.603 10.067 12.504  0.134
C 4.603 15.064 7.075  -0.073
C 6.050 14.538 7.055  -0.390
C 6.802 14.962 5.793  -0.084
C 6.877 14.841 8.313  -0.180
C 8.316 14.868 8.378  -0.057
C 9.009 15.174 9.480  -0.067
C 8.301 15.384 10.693  -0.275
C 8.989 15.508 12.036  -0.051
C 6.935 15.476 10.623  -0.059
C 6.266 15.334 9.428  -0.056
H 4.070 14.842 6.130  0.091
H 4.643 16.143 7.190  0.089
H 4.127 14.573 7.949  0.078
H 6.021 13.419 7.004  0.133
H 7.276 15.942 5.884  0.090
H 6.084 14.987 4.939  0.092
H 7.577 14.258 5.528  0.062
H 8.877 14.527 7.506  0.108
H 10.095 15.235 9.483  0.110
H 8.908 14.646 12.674  0.058
H 8.645 16.394 12.518  0.074
H 10.069 15.650 11.843  0.078
H 6.379 15.654 11.512  0.110
H 5.176 15.524 9.521  0.122
Cl 11.991 6.391 10.901  0.593
C 12.565 5.971 12.689  -0.466
C 13.151 4.703 13.011  -0.044
C 13.645 4.397 14.305  -0.024
C 13.537 5.350 15.286  -0.035
C 12.941 6.591 15.012  -0.034
C 12.415 6.874 13.718  -0.415
P 11.534 8.431 13.384  0.952
C 10.987 8.965 15.015  -0.385
C 11.285 10.215 15.619  -0.075
C 10.879 10.509 16.911  -0.033
C 9.945 9.673 17.572  -0.023
C 9.704 8.414 17.032  -0.070
C 10.158 8.070 15.772  -0.130
C 12.618 9.754 12.743  -0.350
C 12.208 11.140 12.614  -0.113
C 13.119 12.009 12.114  -0.079
C 14.315 11.596 11.547  -0.031
C 14.813 10.295 11.733  -0.014
C 13.890 9.368 12.248  -0.084
H 13.210 3.927 12.251  0.117
H 14.100 3.417 14.524  0.143
H 14.020 5.283 16.295  0.151
H 13.019 7.378 15.778  0.136
H 11.868 10.977 15.145  0.090
H 11.185 11.438 17.448  0.139
H 9.547 9.913 18.541  0.119
H 9.042 7.717 17.540  0.120
H 10.011 7.051 15.438  0.095
H 11.233 11.544 12.999  0.120
H 12.864 13.041 12.061  0.115
H 14.889 12.311 11.063  0.100
H 15.838 10.140 11.367  0.133
H 14.155 8.317 12.308  0.092

Cartesian forces (eV/Å) of the 6 atoms listed first:
Y 0.43 -0.26 0.40
N -0.46 -0.03 0.00
C -0.01 -2.05 1.14
C 1.24 0.64 0.05
N -0.71 -0.89 -0.33
C -1.30 0.58 1.14

***

2.
Here is a molecular structure, C34H46CrI2NO2Se from OMol25. Energies are from the ωB97M-V functional and the def2-TZVPD basis.

Charge: 0
M in u: 885.51
E_HOMO (spin up / spin down) in eV: -7.50 / -7.58
HOMO-LUMO gap (spin up / spin down) in eV: 7.2038 / 7.1955
Expectation value of S²: 3.794
Lowest unoccupied orbital energy (spin up / spin down) in eV: -0.30 / -0.38
2S+1: 4
Energy above the lowest of the compared OMol25 structures with the same formula, charge and spin in kcal/mol: 3.07

Last column: Löwdin charge in e.
Positions of all 87 atoms, in Å:
Cr 0.211 0.317 0.105  0.458
C -2.944 -4.655 -4.998  -0.047
C -2.375 -3.249 -5.230  -0.557
C -3.438 -2.376 -5.910  -0.043
C -1.181 -3.371 -6.176  -0.068
C -1.992 -2.616 -3.898  -0.170
C -0.730 -2.118 -3.628  -0.057
C -0.455 -1.534 -2.401  -0.381
Se 1.295 -0.807 -2.111  1.175
C 1.086 0.866 -3.008  -0.401
C 1.612 1.042 -4.277  -0.065
C 1.453 2.245 -4.941  -0.174
C 0.745 3.249 -4.274  0.011
C 0.186 3.123 -3.011  -0.074
C 0.360 1.880 -2.348  -0.342
O -0.149 1.690 -1.152  -0.254
C -0.569 4.335 -2.454  -0.526
C -1.711 4.694 -3.421  -0.044
C -1.205 4.158 -1.072  -0.059
C 0.402 5.520 -2.357  -0.045
C 2.013 2.511 -6.332  -0.559
C 3.037 3.650 -6.262  -0.046
C 0.873 2.916 -7.278  -0.046
C 2.699 1.279 -6.922  -0.069
C -1.424 -1.428 -1.388  -0.311
O -1.106 -0.944 -0.191  -0.272
C -2.733 -1.887 -1.662  -0.074
C -2.950 -2.481 -2.897  0.014
C -3.928 -1.788 -0.715  -0.525
C -5.097 -1.091 -1.436  -0.045
C -3.685 -0.996 0.570  -0.074
C -4.357 -3.208 -0.312  -0.040
H -3.206 -5.120 -5.949  0.083
H -3.845 -4.628 -4.385  0.074
H -2.219 -5.294 -4.494  0.090
H -3.718 -2.800 -6.875  0.083
H -3.064 -1.366 -6.075  0.090
H -4.340 -2.301 -5.304  0.077
H -1.497 -3.855 -7.100  0.084
H -0.376 -3.967 -5.746  0.087
H -0.774 -2.395 -6.441  0.083
H 0.057 -2.176 -4.367  0.095
H 2.147 0.224 -4.739  0.094
H 0.622 4.195 -4.782  0.099
H -2.423 3.872 -3.494  0.092
H -1.352 4.913 -4.425  0.072
H -2.243 5.574 -3.059  0.083
H -1.925 3.343 -1.050  0.086
H -1.720 5.088 -0.826  0.084
H -0.465 3.957 -0.301  0.080
H 0.836 5.782 -3.320  0.074
H 1.224 5.294 -1.676  0.088
H -0.120 6.398 -1.975  0.084
H 2.580 4.571 -5.903  0.077
H 3.455 3.848 -7.249  0.083
H 3.855 3.398 -5.587  0.089
H 0.370 3.820 -6.939  0.074
H 0.127 2.124 -7.346  0.090
H 1.261 3.108 -8.279  0.083
H 3.565 0.971 -6.335  0.085
H 3.049 1.501 -7.930  0.084
H 2.017 0.431 -6.989  0.083
H -3.940 -2.859 -3.102  0.100
H -4.813 -0.087 -1.753  0.093
H -5.944 -1.004 -0.755  0.083
H -5.440 -1.634 -2.313  0.070
H -3.369 0.026 0.356  0.084
H -2.932 -1.446 1.209  0.036
H -4.627 -0.953 1.118  0.088
H -4.625 -3.815 -1.176  0.076
H -5.223 -3.162 0.350  0.084
H -3.554 -3.718 0.221  0.089
I 3.083 1.448 0.720  1.100
C 2.789 -0.535 1.298  -0.737
C 3.828 -1.320 1.763  -0.108
C 3.565 -2.638 2.095  -0.040
C 2.282 -3.141 1.947  -0.027
C 1.297 -2.294 1.488  -0.132
N 1.547 -1.017 1.182  -0.112
H 4.819 -0.903 1.859  0.102
H 4.362 -3.269 2.459  0.116
H 2.041 -4.165 2.188  0.115
H 0.272 -2.608 1.351  0.115
I -1.017 -0.087 3.252  0.760
C -0.734 1.289 1.611  -0.709
H -0.205 2.135 2.050  -0.036
H -1.742 1.563 1.312  -0.031

Cartesian forces (eV/Å) of the 6 atoms listed first:
Cr 0.35 0.15 -0.60
C -0.01 0.04 0.02
C 0.02 -0.05 -0.08
C -0.01 -0.04 0.00
C 0.01 0.04 -0.01
C 0.04 0.01 0.02

***

3.
Here is a molecular structure, C34H46IMnN12SSe from OMol25. Energies are from the ωB97M-V functional and the def2-TZVPD basis.

Charge: +1
M in u: 915.69
E_HOMO (spin up / spin down) in eV: -7.72 / -9.73
HOMO-LUMO gap (spin up / spin down) in eV: 3.6772 / 7.4802
Expectation value of S²: 9.060
Lowest unoccupied orbital energy (spin up / spin down) in eV: -4.05 / -2.25
2S+1: 6
Energy above the lowest of the compared OMol25 structures with the same formula, charge and spin in kcal/mol: 16.71

Last column: Löwdin charge in e.
Positions of all 96 atoms, in Å:
Mn 0.761 0.377 0.250  0.864
I 0.019 -1.628 3.157  1.008
C -1.924 -1.452 2.224  -0.559
C -2.903 -2.150 2.932  -0.179
C -4.261 -2.051 2.639  -0.084
C -4.683 -1.341 1.510  -0.026
C -3.701 -0.723 0.675  -0.134
C -4.188 -0.040 -0.471  -0.029
C -3.323 0.784 -1.124  -0.111
C -2.013 0.893 -0.789  -0.203
C -1.430 0.085 0.226  -0.165
C -2.248 -0.715 1.024  -0.221
H -2.498 -2.902 3.650  0.089
H -5.053 -2.595 3.140  0.102
H -5.768 -1.315 1.345  0.118
H -5.199 -0.146 -0.824  0.115
H -3.657 1.325 -2.019  0.123
H -1.307 1.619 -1.253  0.088
C 4.081 -1.438 -2.079  -0.077
N 3.060 -2.300 -1.639  -0.094
C 2.648 -3.392 -2.533  -0.131
C 1.532 -4.054 -1.821  -0.180
N 1.261 -3.272 -0.611  -0.115
C 0.055 -3.604 0.119  -0.084
C 2.154 -2.185 -0.565  -0.293
N 2.169 -1.235 0.385  -0.071
C 3.390 -0.820 1.063  -0.229
C 3.159 0.348 2.039  -0.236
N 2.013 1.204 1.677  -0.067
C 2.004 2.485 2.127  -0.332
N 2.933 3.487 1.856  -0.066
C 4.140 3.571 1.026  -0.026
C 2.442 4.749 2.426  -0.118
C 1.289 4.347 3.330  -0.108
N 1.080 2.960 2.968  -0.072
C 0.209 2.110 3.802  -0.014
H 3.922 -1.290 -3.223  0.129
H 5.124 -1.850 -1.853  0.116
H 4.091 -0.405 -1.667  0.074
H 3.452 -4.059 -2.814  0.128
H 2.213 -2.867 -3.434  0.133
H 1.781 -5.089 -1.595  0.130
H 0.626 -4.124 -2.463  0.108
H -0.190 -2.799 0.768  -0.038
H 0.272 -4.540 0.670  0.096
H -0.787 -3.813 -0.607  0.098
H 4.163 -0.536 0.317  0.089
H 3.818 -1.656 1.673  0.130
H 4.078 0.960 2.204  0.115
H 3.055 -0.135 3.052  0.101
H 5.047 3.723 1.654  0.100
H 4.109 4.482 0.377  0.104
H 4.263 2.597 0.541  0.080
H 2.089 5.448 1.672  0.108
H 3.224 5.227 3.004  0.124
H 0.365 4.919 3.246  0.120
H 1.578 4.447 4.420  0.146
H 0.760 1.475 4.486  0.083
H -0.304 1.461 3.135  0.022
H -0.522 2.684 4.330  0.090
Se -0.398 -1.336 -2.358  1.151
N 0.652 0.133 -1.714  -0.330
C 1.194 0.787 -2.786  -0.334
C 2.165 1.780 -2.807  -0.084
C 2.633 2.217 -4.033  -0.106
C 1.992 1.921 -5.239  -0.090
C 0.945 1.005 -5.250  -0.033
C 0.583 0.344 -4.072  -0.389
N -0.214 -0.711 -4.004  -0.267
H 2.543 2.103 -1.814  0.091
H 3.442 2.899 -4.050  0.087
H 2.216 2.513 -6.095  0.093
H 0.388 0.799 -6.158  0.112
C -2.089 6.087 0.485  0.019
N -1.023 5.106 0.115  -0.114
C 0.177 5.374 -0.558  -0.040
C 0.859 4.172 -0.582  -0.116
N 0.063 3.187 0.026  0.050
C -1.038 3.798 0.376  -0.202
H -3.042 5.504 0.656  0.116
H -2.216 6.720 -0.383  0.088
H -1.712 6.634 1.322  0.076
H 0.514 6.331 -0.826  0.104
H 1.803 3.971 -1.037  0.076
H -1.865 3.249 0.784  0.132
C -5.423 -6.151 -0.945  -0.073
N -4.185 -6.679 -0.424  -0.061
C -3.746 -6.471 0.809  -0.922
N -4.684 -6.029 1.708  0.075
S -2.132 -6.923 1.268  0.466
H -5.357 -5.850 -1.971  0.086
H -5.780 -5.316 -0.405  0.065
H -6.188 -6.919 -0.860  0.091
H -3.476 -6.991 -1.084  0.124
H -5.649 -6.240 1.473  0.089
H -4.419 -6.263 2.679  0.102

Cartesian forces (eV/Å) of the 6 atoms listed first:
Mn -0.39 -0.43 -0.02
I -0.79 0.38 -0.47
C -0.72 -0.45 0.09
C 1.87 -0.68 0.18
C -1.13 0.50 -1.91
C 1.26 -0.91 1.47

***

4.
Here is 6 unconnected molecules or ions with the total composition C34H46N3O19 from OMol25. Energies are from the ωB97M-V functional and the def2-TZVPD basis.

Charge: +1
M in u: 800.74
E_HOMO in eV: -10.21
HOMO-LUMO gap in eV: 5.4658
Lowest unoccupied orbital energy in eV: -4.74
Energy above the lowest of the compared OMol25 structures with the same formula, charge and spin in kcal/mol: 60.40

Last column: Löwdin charge in e.
Positions of all 102 atoms, in Å:
C -1.457 3.763 6.436  0.008
C -1.899 2.366 6.981  -0.475
O -1.789 2.171 8.165  0.123
O -2.458 1.344 6.212  -0.015
C -1.792 1.162 4.954  -0.152
C -2.541 0.106 4.025  -0.068
O -3.204 0.850 2.950  -0.020
C -2.587 0.644 1.731  -0.388
O -3.163 -0.023 0.905  0.138
C -1.186 1.168 1.329  -0.002
C -0.478 2.321 1.918  0.091
C 0.853 2.650 1.433  -0.115
C 1.721 3.833 2.020  -0.167
N 2.891 3.159 2.680  -0.006
N 1.453 1.927 0.402  0.178
C 0.839 0.845 -0.194  -0.122
C 1.593 0.065 -1.323  -0.103
C 2.573 -0.987 -0.623  -0.160
C 1.796 -2.034 0.262  -0.160
C 2.727 -2.951 1.157  -0.129
N 2.668 -2.398 2.530  -0.132
C 1.636 -2.623 3.447  -0.134
C 1.804 -1.952 4.730  -0.076
C 3.104 -1.213 4.530  -0.093
C 3.561 -1.547 3.197  -0.115
C -0.504 0.440 0.248  0.097
H -0.707 3.578 5.607  0.069
H -2.356 4.207 5.911  0.103
H -1.022 4.437 7.207  0.098
H -0.707 0.864 5.093  0.148
H -1.789 2.122 4.375  0.088
H -1.792 -0.589 3.565  0.133
H -3.273 -0.491 4.632  0.153
H -0.947 2.933 2.717  0.117
H 2.148 4.474 1.205  0.124
H 1.170 4.420 2.793  0.126
H 3.608 2.994 1.967  0.068
H 3.258 3.733 3.438  0.079
H 2.379 2.199 0.060  0.177
H 0.817 -0.453 -1.956  0.099
H 2.152 0.768 -2.003  0.135
H 3.233 -0.380 0.061  0.110
H 3.154 -1.468 -1.460  0.131
H 1.166 -2.662 -0.440  0.128
H 1.050 -1.556 0.964  0.100
H 2.213 -3.949 1.224  0.131
H 3.766 -3.065 0.778  0.121
H 0.730 -3.256 3.321  0.115
H 1.138 -1.958 5.623  0.088
H 3.639 -0.541 5.245  0.085
H 4.475 -1.257 2.631  0.113
H -0.944 -0.442 -0.265  0.139
C -6.460 0.789 -0.230  -0.116
C -5.279 0.901 -1.152  -0.145
O -5.768 0.339 -2.367  0.041
C -7.126 0.454 -2.348  -0.552
O -7.830 0.234 -3.281  0.170
O -7.567 0.854 -1.125  0.072
H -6.500 1.598 0.498  0.138
H -6.488 -0.167 0.300  0.139
H -4.988 1.939 -1.336  0.121
H -4.413 0.351 -0.790  0.096
C 5.560 -5.553 4.369  -0.118
C 6.783 -5.597 3.497  -0.121
O 6.233 -5.738 2.189  0.074
C 4.968 -5.250 2.229  -0.537
O 4.286 -5.065 1.265  0.121
O 4.575 -4.996 3.502  0.058
H 5.698 -4.931 5.252  0.137
H 5.233 -6.547 4.683  0.137
H 7.362 -4.671 3.539  0.136
H 7.438 -6.434 3.736  0.138
C -2.639 0.037 -3.407  -0.111
C -2.802 -0.123 -4.891  -0.093
O -1.451 -0.168 -5.356  0.083
C -0.681 -0.580 -4.320  -0.540
O 0.472 -0.888 -4.411  0.137
O -1.385 -0.605 -3.158  0.047
H -3.440 -0.442 -2.844  0.126
H -2.568 1.087 -3.099  0.091
H -3.299 -1.058 -5.162  0.142
H -3.343 0.708 -5.344  0.133
C 2.963 -2.629 -6.943  -0.127
C 2.959 -1.257 -6.328  -0.139
O 4.341 -0.910 -6.315  0.056
C 4.953 -1.647 -7.284  -0.558
O 6.073 -1.479 -7.648  0.167
O 4.115 -2.597 -7.781  0.063
H 2.064 -2.829 -7.525  0.135
H 3.089 -3.421 -6.200  0.134
H 2.417 -0.528 -6.936  0.137
H 2.548 -1.253 -5.322  0.100
C -4.127 4.273 -5.392  -0.111
C -5.207 4.340 -4.350  -0.105
O -4.722 3.456 -3.339  0.058
C -3.375 3.387 -3.476  -0.551
O -2.645 2.863 -2.683  0.116
O -2.962 3.981 -4.620  0.077
H -4.010 5.210 -5.934  0.141
H -4.286 3.465 -6.111  0.136
H -5.317 5.339 -3.923  0.140
H -6.173 4.008 -4.727  0.144

Cartesian forces (eV/Å) of the 6 atoms listed first:
C -0.54 -1.06 -2.15
C 0.49 0.55 2.17
O -0.34 -0.11 -0.98
O 1.02 0.94 -0.73
C 0.28 -0.27 -1.15
C 1.10 0.67 1.13

***

Number 1: largest force on an atom 3.484 eV/Å. Number 2: largest force on an atom 0.922 eV/Å. Number 3: largest force on an atom 3.849 eV/Å. Number 4: largest force on an atom 4.410 eV/Å.